No. 1
A cluster of 2 separate species, C4H10N3 in total at a distorted geometry, computed with the ωB97M-V functional and the def2-TZVPD basis.

Geometry as XYZ:
```
17
C4H10N3 | OMol25 | the ωB97M-V functional and the def2-TZVPD basis
N 0.48480 0.04049 -1.85289
N -0.94171 -0.34464 0.87119
N -0.21661 1.09455 2.62302
C -1.17913 0.35616 1.98242
C -0.15354 1.02036 -2.64638
C 0.81840 -0.70795 -1.02244
C 1.28328 -1.80874 -0.24712
H 0.44903 2.02895 -2.45491
H -0.43956 1.44925 3.62129
H 1.50716 -2.67004 -0.76944
H 0.72987 1.16250 2.26829
H -0.22188 0.70410 -3.62492
H -1.15912 1.24217 -2.29483
H 0.66162 -1.98162 0.67221
H -2.12950 0.44861 2.40864
H -1.68347 -0.52901 0.28661
H 2.19034 -1.50516 0.17926
```

As for the HOMO-LUMO gap: 9.76 eV. As for the energy above the lowest of the compared OMol25 structures with the same formula, charge and spin: 59.39 kcal per mole. Its total charge is +1.

=====

No. 2
The ion C4H10N3 with charge +1 at a distorted geometry, computed with the ωB97M-V functional and the def2-TZVPD basis.

Geometry as XYZ:
```
17
C4H10N3 | OMol25 | the ωB97M-V functional and the def2-TZVPD basis
N -2.65726 -1.66274 0.54410
N 0.10998 -0.71429 -0.19453
N -0.97323 1.39980 -0.45365
C 2.24614 0.71030 -0.02214
C -2.25920 -0.59990 1.01745
C 1.52394 -0.46238 -0.66270
C -0.93352 0.12488 -0.13264
H 2.89363 1.23481 -0.71174
H -3.45037 -2.13784 0.96212
H -2.49747 -0.09809 1.90493
H -0.18134 -1.65003 0.31538
H -0.26105 1.69917 -1.25572
H 1.48176 -0.41113 -1.84069
H 2.09895 -1.41713 -0.41141
H -1.66228 2.08270 -0.11506
H 1.55661 1.46289 0.22879
H 2.96472 0.43899 0.82750
```

As for the HOMO-LUMO gap: 10.84 eV. As for the energy above the lowest of the compared OMol25 structures with the same formula, charge and spin: 68.37 kcal per mole. As for the SMILES: [H]/N=C/C(=[NH2+])NCC. Its total charge is +1.

=====

No. 3
A structure of composition C4H10N3 at a distorted geometry, computed with the ωB97M-V functional and the def2-TZVPD basis.

Geometry as XYZ:
```
17
C4H10N3 | OMol25 | the ωB97M-V functional and the def2-TZVPD basis
N 0.46897 -1.00464 0.54638
N 0.70626 0.74845 2.63167
N 0.94071 1.74854 0.50028
C -0.92928 -0.12557 -1.34903
C 0.77855 0.79928 1.30493
C -0.88156 -1.64104 -1.51959
C 0.26410 -0.85981 -0.81235
H -0.65616 -1.94270 -2.60146
H -0.29748 -1.16439 1.15529
H 0.71310 2.70348 0.85631
H -1.45670 -2.33645 -0.88832
H 0.66138 1.69776 -0.43683
H 1.23273 1.43693 3.10738
H 1.20146 -0.91436 -1.43956
H -0.89794 0.54537 -2.25909
H -1.46722 0.41010 -0.51385
H 0.86831 -0.16151 2.95128
```

As for the HOMO-LUMO gap: 9.91 eV. As for the energy above the lowest of the compared OMol25 structures with the same formula, charge and spin: 91.24 kcal per mole. Its total charge is +1.

=====

No. 4
A cluster of 2 separate species, C4H10N3 in total at a distorted geometry, computed with the ωB97M-V functional and the def2-TZVPD basis.

Geometry as XYZ:
```
17
C4H10N3 | OMol25 | the ωB97M-V functional and the def2-TZVPD basis
N -1.71686 0.80138 0.85082
N -1.14548 -1.89554 -1.26003
N -1.26287 -1.32499 -0.00317
C 1.61927 1.41603 1.04238
C 1.19261 0.25390 0.24462
C 0.81712 0.39363 -1.05679
C -1.17040 -0.09621 0.28453
H -1.98855 -2.23802 -1.63128
H 0.67669 -0.39694 -1.78814
H 0.43885 1.24900 -1.59237
H 1.37304 -0.80089 0.31913
H 0.95080 2.34182 0.84656
H -0.22698 -2.35088 -1.46665
H 1.57721 1.26888 2.19418
H -1.87821 1.53191 1.55482
H -1.89046 -1.95213 0.63896
H 2.63422 1.79905 0.82244
```

As for the HOMO-LUMO gap: 9.55 eV. As for the energy above the lowest of the compared OMol25 structures with the same formula, charge and spin: 128.73 kcal per mole. Its total charge is +1.

=====

No. 5
The ion C4H10N3 with charge +1 at a distorted geometry, computed with the ωB97M-V functional and the def2-TZVPD basis.

Geometry as XYZ:
```
17
C4H10N3 | OMol25 | the ωB97M-V functional and the def2-TZVPD basis
N 0.33620 0.81272 0.18030
N 0.08284 -0.00406 -1.01579
N 1.42892 -1.15802 0.43833
C -1.00553 0.05407 -0.02047
C 0.94525 -1.20163 -0.89149
C -2.17962 0.96286 -0.18903
C 1.39885 0.13173 0.92136
H -0.98806 -0.77865 0.62265
H 0.37923 1.81418 0.05841
H -1.97062 1.96495 0.23125
H 1.22006 0.16007 1.95822
H 1.78331 -1.13596 -1.70989
H 2.32663 0.65362 0.80316
H 0.38184 -2.05888 -1.26866
H -3.16608 0.61893 0.15515
H 1.19164 -1.92105 0.98041
H -2.16484 1.08513 -1.25391
```

As for the HOMO-LUMO gap: 11.31 eV. As for the energy above the lowest of the compared OMol25 structures with the same formula, charge and spin: 78.19 kcal per mole. As for the SMILES: C[C@H]1N2CNC[N@H+]12. Its total charge is +1.

=====

No. 6
A cluster of 2 separate species, C4H10N3 in total at a distorted geometry, computed with the ωB97M-V functional and the def2-TZVPD basis.

Geometry as XYZ:
```
17
C4H10N3 | OMol25 | the ωB97M-V functional and the def2-TZVPD basis
N 2.80713 -1.52026 -0.23879
N -0.72798 0.82828 -1.12727
N -0.53427 -1.23803 -0.19847
C 2.62535 -0.37084 0.09726
C 2.50878 0.85699 0.50547
C -2.25947 0.23970 0.63412
C -1.16174 -0.09265 -0.33300
H 1.52718 1.31849 0.64706
H 3.41326 1.62888 0.71383
H -2.64142 1.33419 0.51001
H -3.06766 -0.52311 0.53664
H 0.13446 0.80229 -1.69185
H -1.31915 1.60456 -1.53506
H -1.01304 -1.94313 0.51816
H 3.14143 -2.28442 0.30797
H 0.29560 -1.41170 -0.68610
H -1.75197 0.16263 1.70395
```

As for the HOMO-LUMO gap: 8.95 eV. As for the energy above the lowest of the compared OMol25 structures with the same formula, charge and spin: 53.64 kcal per mole. Its total charge is +1.

=====

No. 7
The ion C4H10N3 with charge +1 at a distorted geometry, computed with the ωB97M-V functional and the def2-TZVPD basis.

Geometry as XYZ:
```
17
C4H10N3 | OMol25 | the ωB97M-V functional and the def2-TZVPD basis
N 2.66474 0.52861 -0.50776
N 1.61047 0.20863 -0.31590
N 0.29594 0.14685 0.07834
C -0.79001 2.29601 -0.32357
C -0.67927 0.83986 -0.73260
C 0.15344 -1.00158 1.01133
C 0.22992 -2.35238 0.26314
H -0.77379 -0.73704 1.59116
H -0.50626 3.01465 -1.12355
H -1.55506 0.27794 -0.53778
H 0.76360 -2.12692 -0.65250
H -0.40469 0.66871 -1.75405
H -1.81607 2.39425 -0.16956
H 1.00756 -0.90663 1.80698
H -0.73578 -2.71945 -0.18460
H -0.28630 2.48764 0.69587
H 0.82158 -3.01914 0.85506
```

As for the expectation value of S²: 2.0110. As for the HOMO-LUMO gap (spin up / spin down): 8.12 / 8.88 eV. As for the energy above the lowest of the compared OMol25 structures with the same formula, charge and spin: 87.62 kcal per mole. Its total charge is +1. The spin multiplicity is 3.

=====

No. 8
A cluster of 2 separate species, C4H10N3 in total at a distorted geometry, computed with the ωB97M-V functional and the def2-TZVPD basis.

Geometry as XYZ:
```
17
C4H10N3 | OMol25 | the ωB97M-V functional and the def2-TZVPD basis
N 2.01135 -1.12017 -0.24542
N -0.16583 -1.12339 0.25640
N 1.71212 1.61101 -0.09004
C -1.18999 -0.44997 0.13608
C -2.28301 0.10654 -0.65861
C -2.24705 0.32636 0.78998
C 0.92273 -1.76456 0.09531
H 2.03602 0.02712 -0.21801
H 2.32818 1.99132 -0.81159
H 1.03318 -2.81302 0.27994
H -1.97140 0.82569 -1.41346
H -2.74629 -0.22483 1.44844
H -3.07382 -0.60525 -0.91911
H -2.15796 1.28196 1.10254
H 0.69545 1.70109 -0.09288
H 2.85485 -1.63217 -0.39476
H 2.24146 1.86227 0.73520
```

As for the expectation value of S²: 2.0199. As for the HOMO-LUMO gap (spin up / spin down): 6.87 / 7.82 eV. As for the energy above the lowest of the compared OMol25 structures with the same formula, charge and spin: 60.22 kcal per mole. Its total charge is +1. The spin multiplicity is 3.

=====

No. 9
The ion C4H10N3 with charge +1 at a distorted geometry, computed with the ωB97M-V functional and the def2-TZVPD basis.

Geometry as XYZ:
```
17
C4H10N3 | OMol25 | the ωB97M-V functional and the def2-TZVPD basis
N 0.24449 0.80463 1.02060
N 0.72186 0.10314 -1.21878
N -1.37086 0.88945 -0.65230
C -0.71190 -1.32487 0.21678
C 1.15610 0.98116 -0.10884
C -0.63468 -0.29196 -0.94454
C -0.09054 -0.55368 1.40953
H -1.07692 1.73902 -1.15516
H -0.06012 -2.15325 -0.11137
H 1.47331 -0.23471 -1.80377
H -0.82559 -0.59396 2.22961
H 0.92012 -1.11387 1.65059
H 1.04891 1.94300 -0.46327
H -0.00751 1.67043 1.36653
H -1.86610 -1.55666 0.30569
H -1.12734 -0.94712 -1.67884
H 2.20679 0.63925 -0.06247
```

As for the expectation value of S²: 2.0114. As for the HOMO-LUMO gap (spin up / spin down): 9.96 / 6.40 eV. As for the energy above the lowest of the compared OMol25 structures with the same formula, charge and spin: 44.97 kcal per mole. Its total charge is +1. The spin multiplicity is 3.

=====

No. 10
A cluster of 2 separate species, C4H10N3O2 in total at a distorted geometry, computed with the ωB97M-V functional and the def2-TZVPD basis.

Geometry as XYZ:
```
19
C4H10N3O2 | OMol25 | the ωB97M-V functional and the def2-TZVPD basis
O -2.02181 0.32774 -0.90600
O -3.69702 -0.67597 0.19877
N 0.86855 -0.03970 -0.29189
N 0.25663 1.50355 1.35535
N -2.49440 -0.41733 0.19345
C 0.71886 -1.44432 -0.66228
C -1.55387 -0.76343 1.00405
C 0.13817 0.44574 0.59962
C 2.16852 0.60786 -0.62154
H 2.56438 0.23008 -1.51854
H 2.91912 0.63958 0.12058
H -1.61533 -1.05550 2.06901
H -0.37600 1.89434 2.07086
H 1.89219 1.70010 -0.73134
H 1.24580 -2.00902 0.12638
H -0.33457 -1.74203 -0.63464
H 0.75640 2.24379 0.82568
H -2.69657 -0.00114 -1.58759
H 1.26096 -1.44434 -1.60996
```

As for the HOMO-LUMO gap (spin up / spin down): 9.53 / 9.53 eV. As for the energy above the lowest of the compared OMol25 structures with the same formula, charge and spin: 159.03 kcal per mole. Its total charge is +1.